No. 1
Here is a molecular structure, C32H25P2PtS2 from the Open Molecules 2025 dataset. Energies are from the ωB97M-V functional and the def2-TZVPD basis.

Last column: natural (NBO) charge in e.
Geometry (Å):
Pt 1.14 0.80 -2.50  0.480
S 3.43 -0.63 -2.00  -0.587
P 2.11 -0.88 -0.52  1.328
C 0.61 -0.89 -1.35  -1.430
P -0.96 -0.57 -0.68  1.377
S -2.45 -0.56 -1.98  -0.675
C -1.19 0.94 0.37  -0.366
C -0.48 2.12 0.20  -0.232
C -0.79 3.25 0.96  -0.161
C -1.81 3.21 1.89  -0.241
C -2.55 2.04 2.05  -0.230
C -2.24 0.92 1.29  -0.194
C -1.27 -1.91 0.55  -0.382
C -1.71 -3.13 0.03  -0.128
C -1.83 -4.25 0.83  -0.245
C -1.50 -4.19 2.18  -0.220
C -1.07 -2.99 2.71  -0.214
C -0.96 -1.86 1.91  -0.220
C 2.38 0.48 0.70  -0.377
C 1.76 0.45 1.95  -0.230
C 1.84 1.53 2.82  -0.161
C 2.55 2.66 2.45  -0.233
C 3.18 2.70 1.21  -0.223
C 3.09 1.62 0.35  -0.191
C 2.30 -2.34 0.57  -0.311
C 1.65 -3.50 0.18  -0.193
C 1.74 -4.66 0.94  -0.215
C 2.51 -4.67 2.09  -0.214
C 3.18 -3.52 2.48  -0.217
C 3.08 -2.36 1.72  -0.218
H 0.30 2.20 -0.54  0.240
H -0.21 4.16 0.82  0.199
H -2.05 4.09 2.48  0.200
H -3.37 2.00 2.75  0.202
H -2.84 0.03 1.40  0.225
H -1.98 -3.17 -1.02  0.234
H -2.18 -5.19 0.40  0.203
H -1.58 -5.07 2.80  0.202
H -0.81 -2.92 3.77  0.204
H -0.65 -0.93 2.35  0.215
H 1.21 -0.43 2.25  0.218
H 1.34 1.49 3.78  0.199
H 2.61 3.51 3.12  0.203
H 3.74 3.58 0.92  0.206
H 3.58 1.65 -0.62  0.246
H 1.04 -3.48 -0.72  0.244
H 1.21 -5.55 0.63  0.210
H 2.59 -5.57 2.69  0.202
H 3.79 -3.52 3.38  0.203
H 3.62 -1.47 2.03  0.223
C 0.24 1.85 -3.53  -0.088
C -0.94 2.40 -4.15  -0.134
C -1.07 2.54 -5.53  -0.198
C -2.24 3.04 -6.07  -0.225
C -3.28 3.43 -5.23  -0.210
C -3.15 3.31 -3.85  -0.205
C -1.99 2.79 -3.30  -0.169
H -0.25 2.23 -6.17  0.217
H -2.35 3.13 -7.14  0.204
H -4.20 3.81 -5.65  0.203
H -3.97 3.60 -3.20  0.210
H -1.89 2.65 -2.23  0.240

The total charge is -1. As for the total energy: -77085.1207 eV. The relative energy (zero: lowest compared OMol25 entry of this formula, charge and spin) is 15.4 kJ/mol.

No. 2
Here is a molecular structure, C32H26BrCl2N6O9P2Pb from the Open Molecules 2025 dataset. Energies are from the ωB97M-V functional and the def2-TZVPD basis.

Last column: Löwdin charge in e.
Geometry (Å):
Pb -0.23 -0.26 0.17  1.532
Cl 3.07 5.12 -2.82  0.753
C 1.79 4.01 -2.55  -0.650
C 2.04 2.70 -2.51  -0.020
C 0.98 1.74 -2.25  -0.184
N 1.13 0.48 -2.15  0.143
C 2.37 -0.11 -2.50  -0.395
O 2.87 0.04 -3.58  0.139
C 2.99 -1.00 -1.46  -0.193
C 4.30 -1.40 -1.65  0.024
C 4.90 -2.20 -0.69  -0.029
C 4.15 -2.57 0.42  -0.030
C 2.84 -2.14 0.51  -0.118
N 2.27 -1.36 -0.40  0.046
C -0.42 2.28 -2.02  -0.175
C -0.61 3.71 -2.12  -0.044
C 0.43 4.53 -2.35  -0.645
Cl 0.18 6.22 -2.40  0.755
N -1.32 1.41 -1.73  0.124
C -2.68 1.78 -1.62  -0.380
O -3.21 2.59 -2.34  0.132
C -3.46 0.99 -0.60  -0.197
C -4.72 1.46 -0.24  0.025
C -5.45 0.73 0.68  -0.024
C -4.91 -0.44 1.19  -0.025
C -3.65 -0.83 0.76  -0.122
N -2.93 -0.13 -0.11  0.030
H 3.05 2.34 -2.66  0.123
H 4.83 -1.08 -2.54  0.127
H 5.92 -2.52 -0.80  0.118
H 4.57 -3.19 1.19  0.113
H 2.22 -2.42 1.36  0.105
H -1.60 4.12 -1.98  0.117
H -5.09 2.37 -0.69  0.127
H -6.43 1.07 0.99  0.119
H -5.44 -1.04 1.91  0.114
H -3.19 -1.73 1.14  0.105
Br 0.47 -3.37 -6.65  0.774
C 0.16 -3.24 -4.80  -0.689
C 0.80 -4.11 -3.93  -0.112
C 0.57 -4.01 -2.57  -0.021
C -0.29 -3.03 -2.08  -0.286
C -0.90 -2.14 -2.95  -0.029
C -0.69 -2.25 -4.32  -0.106
N -0.50 -2.83 -0.69  0.023
C -0.56 -3.80 0.12  -0.073
C -0.65 -3.56 1.57  -0.270
C -0.82 -4.62 2.45  -0.004
C -0.87 -4.35 3.81  -0.035
C -0.74 -3.04 4.24  -0.021
C -0.57 -2.04 3.29  -0.098
N -0.52 -2.29 1.99  0.034
H 1.47 -4.86 -4.32  0.107
H 1.10 -4.66 -1.89  0.115
H -1.55 -1.37 -2.56  0.096
H -1.18 -1.57 -5.00  0.109
H -0.55 -4.84 -0.22  0.138
H -0.92 -5.62 2.07  0.120
H -1.00 -5.15 4.52  0.118
H -0.76 -2.79 5.29  0.117
H -0.46 -1.00 3.59  0.090
C 0.16 4.49 2.91  -0.057
C 0.08 3.20 2.11  -0.577
O -0.65 3.38 0.89  -0.064
P 1.75 2.55 1.70  0.463
O 2.43 2.22 3.07  -0.122
O 2.57 3.79 1.14  -0.094
O 1.68 1.45 0.70  -0.373
P -0.75 1.87 3.09  0.329
O -2.09 2.54 3.67  -0.103
O 0.20 1.53 4.20  -0.298
O -1.17 0.79 2.13  -0.454
H 0.69 5.26 2.34  0.087
H 0.70 4.34 3.84  0.095
H -0.85 4.84 3.13  0.091
H -0.48 4.28 0.58  0.094
H 1.73 1.86 3.71  0.053
H 3.34 4.04 1.66  0.103
H -1.97 2.81 4.59  0.092

The total charge is +1. As for the total energy: -179889.1615 eV. The relative energy (zero: lowest compared OMol25 entry of this formula, charge and spin) is 0.0 kJ/mol.

No. 3
Here is a molecular structure, C32H26BrF4MoN2P from the Open Molecules 2025 dataset. Energies are from the ωB97M-V functional and the def2-TZVPD basis.

Last column: natural (NBO) charge in e.
Geometry (Å):
Mo -0.01 -0.95 -0.02  0.968
F -6.82 -1.07 -1.51  -0.201
C -5.71 -0.72 -0.95  0.371
C -5.71 -0.23 0.35  0.361
F -6.82 -0.11 1.01  -0.218
C -4.50 0.13 0.95  0.402
F -4.49 0.61 2.18  -0.255
C -3.30 0.00 0.26  -0.559
P -1.74 0.57 0.88  1.413
C -1.06 -0.42 2.20  -0.431
C -0.95 -1.83 1.96  -0.278
C -0.27 -2.65 2.86  -0.147
C 0.27 -2.10 4.02  -0.090
C 0.13 -0.73 4.28  -0.114
C -0.49 0.11 3.37  -0.117
C -1.61 2.30 1.07  -0.519
C -2.72 3.10 0.72  -0.127
C -2.65 4.47 0.89  -0.176
C -1.48 5.05 1.39  -0.084
C -0.37 4.26 1.71  -0.197
C -0.43 2.89 1.54  -0.120
C -3.34 -0.50 -1.04  -0.110
Br -1.68 -0.75 -1.99  0.446
C -4.51 -0.87 -1.66  0.332
F -4.51 -1.35 -2.88  -0.239
H -1.57 -2.29 1.18  0.254
H -0.21 -3.72 2.69  0.279
H 0.77 -2.74 4.74  0.286
H 0.50 -0.33 5.22  0.283
H -0.58 1.17 3.59  0.271
H -3.63 2.66 0.34  0.235
H -3.50 5.09 0.65  0.272
H -1.44 6.12 1.53  0.270
H 0.52 4.73 2.09  0.256
H 0.44 2.29 1.79  0.195
C 2.72 -5.37 -3.71  -0.676
C 2.10 -4.29 -2.91  0.189
C 2.67 -3.01 -2.82  -0.212
C 2.06 -2.02 -2.09  0.064
N 0.89 -2.23 -1.42  -0.541
C 0.32 -3.47 -1.52  0.032
C 0.89 -4.49 -2.22  -0.208
H 3.77 -5.17 -3.92  0.263
H 2.19 -5.45 -4.67  0.290
H 2.62 -6.34 -3.22  0.272
H 3.60 -2.79 -3.32  0.275
H 2.49 -1.04 -2.00  0.220
H -0.64 -3.61 -1.02  0.214
H 0.39 -5.45 -2.25  0.277
C 3.08 0.54 1.88  -0.665
C 3.07 1.43 0.68  0.110
C 4.02 2.39 0.47  -0.228
C 4.01 3.16 -0.71  0.039
C 3.02 3.00 -1.70  -0.226
C 2.03 2.07 -1.56  0.110
C 0.97 1.88 -2.59  -0.662
C 2.06 1.26 -0.35  0.071
N 1.16 0.32 -0.19  -0.230
H 3.77 0.92 2.63  0.281
H 3.42 -0.46 1.61  0.255
H 2.09 0.45 2.33  0.205
H 4.81 2.55 1.19  0.273
H 4.78 3.90 -0.86  0.273
H 3.05 3.63 -2.58  0.273
H 0.95 2.73 -3.28  0.283
H -0.02 1.80 -2.14  0.218
H 1.15 0.99 -3.19  0.246

The total charge is +4. As for the total energy: -128599.6406 eV.

Look up the total charge of the second one.
+1